[1]
Formula: C13H14CoN5O2S7
Source: the Open Molecules 2025 dataset
Level of theory: ωB97M-V/def2-TZVPD

Geometry as XYZ:
```
42
Properties=species:S:1:pos:R:3:forces:R:3:lowdin_spin:R:1
Co -0.096479 -0.680762 0.217311 -0.3 -0.9 -0.2 1.04
C 1.984508 -4.222536 -3.122142 0.1 0.5 0.1 0.01
S 2.589284 -2.507509 -3.212505 0.2 -0.3 -0.3 0.03
C 1.710878 -1.792717 -1.868221 -0.5 0.3 0.4 0.12
S 0.024539 -2.096214 -1.638092 -0.4 0.1 0.3 0.06
N 2.368650 -0.948253 -1.140460 1.5 -0.4 -0.9 -0.04
N 1.675362 -0.341913 -0.195017 -0.1 0.5 0.7 0.22
C 2.293822 0.571097 0.563430 0.2 -0.2 -0.4 0.12
C 1.481673 1.229646 1.479767 -0.1 0.1 0.1 0.09
C 1.860324 2.314744 2.310195 0.0 0.0 0.0 0.05
C 0.930036 2.913287 3.110847 0.0 -0.1 0.0 0.04
C -0.391417 2.431746 3.104275 -0.1 0.1 0.1 0.10
C -0.698190 1.366619 2.283339 -0.3 0.2 0.3 0.01
N 0.181787 0.765827 1.496830 0.2 0.1 0.2 0.12
H 2.231625 -4.714282 -4.056924 0.0 0.0 -0.1 0.00
H 0.911092 -4.190334 -2.974610 -0.1 -0.1 0.0 0.00
H 2.470339 -4.720221 -2.289041 0.0 -0.2 0.1 0.00
H 3.345741 0.762190 0.409405 0.1 0.1 0.0 0.01
H 2.882067 2.664410 2.276231 0.1 0.0 0.0 0.00
H 1.196973 3.746193 3.750503 0.1 0.0 0.0 0.00
H -1.154119 2.877657 3.725877 0.0 0.0 0.0 0.01
H -1.705395 0.971170 2.252372 0.0 0.0 0.0 0.01
S -3.346278 -5.860676 4.189578 -0.1 -0.1 0.0 0.07
C -2.568750 -4.697606 3.332112 0.2 0.1 0.0 0.01
S -3.387525 -3.480060 2.398101 0.4 -0.2 0.2 -0.01
C -1.959419 -2.638114 1.813352 -1.0 0.7 -0.6 0.13
C -0.751772 -3.140571 2.231326 1.5 -0.2 0.3 0.11
S 0.766371 -2.502582 1.850507 -0.5 -0.2 0.1 0.40
S -0.835054 -4.558906 3.270624 -0.6 0.2 -0.1 -0.01
S -2.191203 -1.289021 0.803931 -0.3 -0.5 0.3 0.26
C -2.390571 3.919614 -2.481639 0.0 0.1 -0.1 0.00
O -2.401385 2.836138 -1.576883 -0.1 -0.1 0.1 0.00
C -1.361872 1.974465 -1.494517 0.2 -0.1 0.0 0.00
O -1.453520 1.012148 -0.783357 -0.4 0.1 0.0 0.03
N -0.254021 2.263297 -2.228951 0.4 0.3 -0.5 0.00
N 0.818495 1.388076 -2.124153 0.1 0.3 -0.3 0.01
H -3.384245 4.364279 -2.418364 0.1 0.0 0.0 0.00
H -2.218689 3.577458 -3.508408 0.0 0.1 0.1 0.00
H -1.644456 4.672697 -2.200915 -0.1 -0.1 -0.1 0.00
H -0.193661 3.065183 -2.844517 -0.2 -0.2 0.3 0.00
H 1.648308 1.823739 -1.740559 -0.2 0.0 0.0 0.00
H 1.016147 0.870598 -2.970636 -0.2 0.0 0.0 0.00
```
Positions in Å, forces in eV/Å.

Properties
**Spin multiplicity**: 4
**Relative energy (zero: lowest compared OMol25 entry of this formula, charge and spin)**: 37.29 kcal per mole
**Total charge**: -1
**Maximum force**: 1.79 eV Å⁻¹

=====

[2]
Formula: C23H20N4O6S3
Source: the Open Molecules 2025 dataset
Level of theory: ωB97M-V/def2-TZVPD

Geometry as XYZ:
```
56
Properties=species:S:1:pos:R:3:forces:R:3:lowdin_charge:R:1
C 3.028997 -2.509480 1.402106 0.1 -0.2 0.2 -0.05
O 2.717973 -1.603594 0.359950 -0.1 0.1 -0.3 -0.08
C 2.722819 -0.277841 0.614950 0.0 0.5 -0.1 -0.23
C 3.002409 0.275376 1.859223 0.2 -0.3 -0.1 -0.04
C 2.950797 1.644857 2.043550 0.0 0.1 -0.3 -0.07
C 2.621227 2.482774 0.989375 0.1 0.1 0.2 -0.07
C 2.354201 1.952315 -0.254733 0.1 -0.2 -0.1 -0.01
C 2.399086 0.573199 -0.477546 0.1 0.1 0.7 -0.13
C 2.219851 -0.048055 -1.759968 -0.4 0.0 -0.9 -0.01
C 1.591226 0.356175 -2.889799 0.5 -0.7 0.3 -0.39
S 1.603757 -0.706049 -4.308812 0.1 -0.1 -0.1 1.10
C 0.363789 0.250929 -5.137191 0.6 -0.4 0.3 -0.73
O -0.104012 0.011714 -6.211655 -0.2 0.0 -0.3 0.07
N 0.048667 1.329212 -4.346761 -0.3 0.5 0.0 -0.02
C -1.088851 2.171234 -4.669214 -0.1 0.2 -0.1 -0.10
C -2.397715 1.454926 -4.285339 0.2 -0.2 -0.1 -0.05
C -2.163530 0.630107 -3.024340 -0.4 0.4 -0.3 -0.46
O -2.076171 -0.574069 -3.050425 0.1 -0.3 0.0 0.10
N -2.012792 1.390020 -1.896430 -0.3 0.3 0.1 0.14
C -1.468547 1.002020 -0.675552 0.1 -0.2 0.4 -0.20
C -1.230114 2.000577 0.273071 0.0 -0.2 0.0 0.00
C -0.692531 1.678401 1.501057 0.0 0.2 0.0 -0.05
C -0.376231 0.361282 1.778029 0.4 -0.2 0.6 -0.29
S 0.182480 -0.044337 3.413850 -0.8 0.3 0.3 0.65
O 0.799124 1.079221 4.041919 -0.3 0.2 0.0 -0.27
O 0.846802 -1.311963 3.426967 -0.3 -0.1 -0.2 -0.33
N -1.272642 -0.251061 4.248423 1.1 0.5 0.1 -0.07
C -2.132726 -1.277470 3.984417 0.1 -1.1 -0.5 -0.67
N -3.404551 -1.231548 4.182500 0.2 1.0 0.3 0.05
C -3.995039 -2.411940 3.858636 0.1 -0.6 -0.2 -0.25
C -3.162688 -3.371793 3.394774 0.2 0.2 0.0 -0.39
S -1.527990 -2.795558 3.365161 -0.8 -0.2 0.3 1.07
C -0.579813 -0.635037 0.843362 0.1 0.0 0.0 -0.05
C -1.132082 -0.320376 -0.383821 0.0 -0.1 -0.1 0.03
C 0.708127 1.487840 -3.137114 -0.1 0.5 0.1 -0.43
O 0.490429 2.448982 -2.425715 0.2 0.0 0.0 0.07
H 2.924664 -3.499349 0.960903 0.0 0.0 0.1 0.10
H 4.057328 -2.373219 1.748737 0.0 0.0 0.0 0.10
H 2.336810 -2.402576 2.240580 0.1 0.0 -0.1 0.07
H 3.252876 -0.356241 2.694435 0.0 -0.1 0.1 0.11
H 3.162757 2.051792 3.019224 0.0 0.0 0.1 0.11
H 2.587791 3.551030 1.136204 0.0 0.1 0.0 0.11
H 2.125065 2.605666 -1.077947 0.0 0.0 0.0 0.10
H 2.659935 -1.037397 -1.817918 0.0 0.0 -0.1 0.12
H -0.953280 3.096210 -4.102667 0.0 -0.1 -0.2 0.12
H -1.073438 2.386066 -5.739262 0.0 0.0 0.1 0.13
H -3.198373 2.180532 -4.144519 0.0 0.0 0.0 0.12
H -2.676060 0.758600 -5.077200 0.0 0.0 0.1 0.12
H -2.084478 2.392864 -2.008927 0.1 -0.2 -0.1 0.15
H -1.459904 3.028373 0.037049 0.0 0.1 0.0 0.12
H -0.496941 2.430348 2.248355 0.0 0.2 0.0 0.12
H -1.698632 0.582158 4.623085 0.1 0.2 0.0 0.13
H -5.058155 -2.500058 3.985184 -0.2 -0.1 0.0 0.10
H -3.396330 -4.365555 3.074523 -0.1 -0.2 -0.1 0.06
H -0.299129 -1.648937 1.077504 0.0 -0.1 -0.1 0.09
H -1.299926 -1.091127 -1.117244 0.0 0.0 0.0 0.11
```
Positions in Å, forces in eV/Å.

Properties
**Structure (SMILES)**: COc1ccccc1/C=C1/SC(=O)N(CCC(=O)Nc2ccc(S(=O)(=O)Nc3nccs3)cc2)C1=O
**Relative energy (zero: lowest compared OMol25 entry of this formula, charge and spin)**: 0.01 kcal per mole
**Total charge**: 0
**Maximum force**: 1.26 eV Å⁻¹

=====

[3]
Formula: C9H19ClINO2
Source: the Open Molecules 2025 dataset
Level of theory: ωB97M-V/def2-TZVPD

Geometry as XYZ:
```
33
Properties=species:S:1:pos:R:3:forces:R:3:lowdin_charge:R:1
C 0.091625 2.974923 -0.879446 0.2 -0.2 0.3 -0.11
C 0.073697 1.819757 -1.859158 -0.7 0.5 -0.4 -0.33
C -1.025578 0.782946 -1.677494 0.3 -0.3 0.5 -0.66
I -2.907090 1.522740 -2.434595 0.0 -0.1 0.0 0.87
C -1.149747 0.127275 -0.262540 -0.1 0.4 -0.2 -0.38
C -2.090083 0.909875 0.673091 0.5 0.2 -0.2 -0.25
O -1.873478 0.729521 2.064906 -0.2 -0.3 0.0 -0.17
C -1.983107 -0.566344 2.583338 0.2 0.7 0.1 -0.58
Cl -3.420427 -1.467664 2.038913 0.0 -0.1 -0.2 0.61
N 0.189181 -0.053537 0.272003 -0.1 -0.1 0.1 0.00
C 0.719860 -1.405939 0.279349 0.4 0.0 -0.1 -0.18
C 2.221119 -1.434203 0.004487 -0.4 0.2 0.7 -0.43
C 2.681215 -2.801604 -0.403138 0.4 0.4 -0.2 -0.05
O 2.925553 -1.066021 1.204619 0.0 0.6 -0.2 -0.04
H 1.027806 3.511815 -0.970194 0.1 0.3 -0.1 0.07
H -0.729483 3.665944 -1.032534 -0.2 0.1 -0.1 0.07
H 0.044968 2.639091 0.146711 0.0 -0.1 0.3 0.06
H 1.029125 1.322360 -1.912705 0.3 -0.3 0.3 0.09
H -0.079870 2.248676 -2.846019 0.1 0.0 -0.3 0.08
H -0.788601 -0.039705 -2.336048 -0.1 -0.1 -0.4 0.07
H -1.602540 -0.838400 -0.453555 -0.1 -0.4 0.1 0.12
H -3.115527 0.711087 0.401087 -0.3 -0.3 0.1 0.06
H -1.942980 1.965213 0.493495 0.0 0.3 0.2 0.10
H -2.088087 -0.461888 3.650930 -0.1 0.1 0.3 0.08
H -1.085105 -1.134774 2.385552 0.0 -0.5 -0.4 0.06
H 0.303695 0.411995 1.161219 -0.1 -0.1 0.0 0.12
H 0.579985 -1.926594 1.228288 -0.1 -0.1 0.2 0.12
H 0.226514 -2.008531 -0.476386 -0.2 0.1 -0.3 0.13
H 2.424211 -0.684100 -0.757226 0.1 0.0 -0.3 0.13
H 3.762829 -2.793504 -0.445198 0.3 -0.2 0.0 0.08
H 2.311973 -3.007152 -1.401143 -0.2 -0.3 -0.1 0.08
H 2.366036 -3.556689 0.303627 -0.2 -0.2 0.1 0.09
H 2.902310 -0.096571 1.255762 0.1 -0.4 0.1 0.09
```
Positions in Å, forces in eV/Å.

Properties
**Structure (SMILES)**: CC[C@H](I)[C@H](COCCl)NC[C@H](C)O
**DFT total energy**: -1317.416883 hartree
**Total charge**: 0
**Maximum force**: 0.95 eV Å⁻¹

=====

[4]
Formula: C9H10O2
Source: the Open Molecules 2025 dataset
Level of theory: ωB97M-V/def2-TZVPD

Geometry as XYZ:
```
21
Properties=species:S:1:pos:R:3:forces:R:3:lowdin_charge:R:1
C -1.891683 -2.188216 0.061563 -1.2 2.2 -4.0 0.00
C -2.005596 -0.639086 0.091214 -0.7 -1.9 0.5 -0.43
O -3.104982 -0.140111 0.068778 -0.2 0.8 0.0 0.08
C -0.745764 0.087091 0.076992 3.9 -1.8 -0.2 -0.03
C -0.539400 1.409277 -0.002033 0.8 -0.9 -0.9 -0.29
O -1.548231 2.263656 -0.123871 0.9 2.1 -1.0 0.10
C 0.942997 1.884520 0.044724 -1.8 -1.3 3.4 -0.04
C 1.749282 0.595091 0.070137 -0.6 -1.5 -0.6 -0.27
C 1.718668 -0.399156 1.164560 -1.0 -0.5 1.5 -0.07
C 0.739404 -0.722248 0.008590 -1.3 3.4 0.3 -0.12
C 1.708237 -0.369158 -1.122565 0.3 -0.1 0.8 -0.04
H -2.815633 -2.700247 0.185860 -0.9 0.0 0.9 0.06
H -1.119086 -2.528040 0.656000 1.8 -1.1 0.6 0.04
H -1.823965 -2.289470 -1.109310 1.0 -0.4 2.0 0.14
H -1.098350 2.994370 -0.627333 -1.3 -0.3 0.8 0.15
H 1.324431 2.586465 -0.638176 0.0 0.9 -1.2 0.10
H 0.885862 2.406688 1.083380 0.9 -0.7 -1.5 0.16
H 1.125732 -0.137518 2.127687 1.4 -0.3 -1.6 0.14
H 2.614493 -1.062842 1.327996 -1.1 0.6 -0.2 0.11
H 2.509249 -1.132401 -1.293706 -0.5 0.9 0.4 0.11
H 1.374329 0.081332 -2.050495 -0.4 -0.2 0.0 0.11
```
Positions in Å, forces in eV/Å.

Properties
**Structure (SMILES)**: CC(=O)C1=C(O)C[C@]23C[C@]12C3
**Relative energy (zero: lowest compared OMol25 entry of this formula, charge and spin)**: 104.53 kcal per mole
**Total charge**: 0
**Maximum force**: 4.72 eV Å⁻¹